No. 1
Entry from the Open Molecules 2025 dataset: a 9-piece molecular cluster, C32H64O15S2 overall (ωB97M-V with the def2-TZVPD basis set).

- Kohn-Sham gap (eV) = 9.34
- HOMO level (Eh) = -0.341
- SMILES string = O=S1(=O)OCCO1.O=S1(=O)OCCO1.C1CCOC1.C1CCOC1.C1CCOC1.C1CCOC1.C1CCOC1.C1CCOC1.C1CCOC1
- ΔE to the lowest compared entry with this formula, charge and spin (kcal per mole) = 134.8
- lowest unoccupied orbital energy (eV) = 0.1
- calculated total energy (eV) = -86593.4219
- 2S+1 = 1

CARTESIAN COORDINATES (ANGSTROEM)
O 12.13 -22.79 17.11
S 11.74 -23.14 15.71
O 12.80 -23.37 14.76
O 10.85 -24.52 15.80
C 9.52 -24.31 16.13
C 9.31 -22.77 16.01
O 10.44 -22.27 15.29
H 9.04 -24.85 15.32
H 9.25 -24.61 17.14
H 9.13 -22.32 16.99
H 8.55 -22.49 15.28
O 3.45 -9.19 14.40
S 2.22 -9.99 14.45
O 1.33 -9.84 13.29
O 2.47 -11.48 15.02
C 3.00 -11.40 16.29
C 1.96 -10.40 16.93
O 1.47 -9.62 15.89
H 2.87 -12.40 16.70
H 4.06 -11.13 16.31
H 2.36 -9.69 17.65
H 1.08 -10.97 17.23
C 9.34 -15.62 20.52
C 9.98 -15.49 19.18
C 11.03 -16.65 18.98
O 11.00 -17.21 20.26
C 10.45 -16.35 21.26
H 8.52 -16.34 20.55
H 9.12 -14.65 20.96
H 10.37 -14.47 19.06
H 9.18 -15.37 18.45
H 11.99 -16.13 18.95
H 10.70 -17.42 18.29
H 11.31 -15.76 21.58
H 10.20 -17.09 22.01
C 10.56 -7.97 15.23
C 11.61 -8.22 14.11
C 11.63 -9.74 14.12
O 11.15 -10.11 15.35
C 9.97 -9.33 15.61
H 9.85 -7.20 14.93
H 11.14 -7.56 16.05
H 12.55 -7.69 14.21
H 11.21 -7.77 13.19
H 12.62 -10.19 14.02
H 10.92 -10.12 13.39
H 9.78 -9.58 16.65
H 9.25 -9.85 14.98
C 8.09 -16.49 12.70
C 8.55 -15.09 12.99
C 7.44 -14.58 13.80
O 6.81 -15.71 14.36
C 7.55 -16.89 14.01
H 8.97 -17.10 12.49
H 7.42 -16.50 11.85
H 8.57 -14.42 12.14
H 9.53 -14.85 13.41
H 6.70 -14.12 13.14
H 7.73 -14.03 14.70
H 6.70 -17.56 13.91
H 8.26 -17.12 14.81
C 2.54 -21.30 16.58
C 2.33 -20.54 15.30
C 1.84 -21.56 14.36
O 2.42 -22.74 14.83
C 2.28 -22.77 16.27
H 1.85 -21.02 17.38
H 3.54 -21.06 16.93
H 3.29 -20.17 14.94
H 1.63 -19.72 15.42
H 2.23 -21.35 13.37
H 0.77 -21.76 14.36
H 2.89 -23.49 16.82
H 1.30 -23.18 16.48
C 2.10 -16.42 10.62
C 1.80 -14.88 10.65
C 2.96 -14.42 9.75
O 3.21 -15.41 8.88
C 2.43 -16.60 9.14
H 1.31 -17.05 11.03
H 2.98 -16.82 11.13
H 1.81 -14.50 11.67
H 0.77 -14.70 10.34
H 3.74 -14.14 10.46
H 2.77 -13.47 9.26
H 2.78 -17.60 8.87
H 1.52 -16.54 8.54
C 15.79 -16.70 12.90
C 15.92 -15.42 13.69
C 15.53 -15.79 15.09
O 14.71 -16.97 14.90
C 14.53 -17.35 13.57
H 16.68 -17.31 13.04
H 15.73 -16.46 11.83
H 15.31 -14.57 13.38
H 16.92 -14.97 13.71
H 14.96 -14.93 15.44
H 16.29 -16.11 15.80
H 13.50 -17.10 13.34
H 14.51 -18.44 13.50
C 7.59 -8.30 7.78
C 7.63 -6.94 8.40
C 9.05 -6.90 8.99
O 9.50 -8.25 9.08
C 8.42 -9.14 8.75
H 8.07 -8.05 6.84
H 6.65 -8.80 7.55
H 6.81 -6.82 9.11
H 7.41 -6.22 7.61
H 9.06 -6.46 9.99
H 9.64 -6.36 8.26
H 8.00 -9.63 9.64
H 8.65 -10.12 8.32



No. 2
Entry from the Open Molecules 2025 dataset: a 16-piece molecular cluster, C3H39NO16 overall (ωB97M-V with the def2-TZVPD basis set).

- Kohn-Sham gap (eV) = 8.92
- HOMO level (Eh) = -0.341
- ΔE to the lowest compared entry with this formula, charge and spin (kcal per mole) = 132.1
- lowest unoccupied orbital energy (eV) = -0.4
- calculated total energy (eV) = -37990.4563
- 2S+1 = 1

CARTESIAN COORDINATES (ANGSTROEM)
C -3.32 -0.65 -1.05
C -2.86 0.74 -1.77
C -2.70 0.47 -3.27
O -1.58 -0.25 -3.65
N -2.16 -0.91 -0.20
H -3.60 -1.43 -1.87
H -4.24 -0.64 -0.54
H -2.03 1.22 -1.26
H -3.83 1.35 -1.68
H -2.48 1.43 -3.86
H -3.51 -0.29 -3.61
H -0.72 0.28 -3.54
H -1.24 -0.69 -0.61
H -2.03 -1.99 -0.06
H -0.62 -3.11 4.08
H 0.15 -2.58 3.08
O -0.45 -2.24 3.72
H 2.56 -1.05 2.24
H 3.62 -2.08 1.56
O 3.58 -1.24 2.10
H 0.42 -1.77 -0.40
H 0.45 -0.40 0.40
O 0.46 -1.38 0.44
H 0.94 2.15 -3.30
H 0.81 1.28 -2.06
O 0.66 1.43 -2.93
H -0.99 -3.53 -0.83
H -1.92 -4.61 -0.50
O -1.28 -4.11 -0.06
H -1.21 -1.88 -2.73
H 0.05 -2.51 -2.47
O -0.85 -2.44 -2.15
H -2.20 -0.10 1.61
H -3.31 0.60 1.75
O -2.51 0.59 2.18
H -1.66 1.78 3.67
H -0.32 1.89 4.56
O -0.85 2.37 3.86
H 3.49 1.08 0.88
H 4.35 0.76 2.18
O 4.12 1.41 1.52
H 1.28 3.01 1.91
H 0.03 2.24 2.41
O 0.54 2.62 1.56
H 0.37 1.74 0.28
H 1.64 0.96 -0.34
O 0.65 0.99 -0.49
H 3.57 -2.16 -2.89
H 2.29 -2.15 -3.34
O 2.93 -2.76 -3.25
H -0.02 4.83 -0.65
H 0.19 3.48 -1.30
O 0.03 4.44 -1.50
H 3.54 1.55 -1.71
H 3.77 0.45 -0.77
O 3.14 1.01 -1.08
H -0.46 -0.52 4.32
H 0.61 0.02 3.83
O 0.25 0.10 4.66